A structure of composition C47H42N6O3RhS, computed with ωB97M-V with the def2-TZVPD basis set.

Geometry as XYZ:
```
100
Properties=species:S:1:pos:R:3:mulliken_spin:R:1
O 0.351 -2.529 0.244 0.0027
C 2.793 -0.232 2.166 -0.0228
C 3.911 0.148 2.924 0.0033
H -2.497 -4.087 3.162 0.0019
C -3.181 -5.416 0.418 0.0008
C 4.891 3.163 0.171 -0.0356
H -5.102 -2.513 2.011 0.0067
C -1.320 0.958 -2.651 -0.0109
C 5.162 -1.911 -0.893 -0.0001
H 2.340 -1.125 -3.292 -0.0058
H -1.680 -6.887 0.908 -0.0004
H -5.531 1.023 4.387 0.0087
C -3.191 -3.015 0.479 -0.0951
H 5.129 1.990 2.632 -0.0010
H -1.827 -3.717 -3.954 -0.0001
H -1.029 -3.207 -1.653 0.0031
C -2.989 0.178 2.321 0.1512
C -0.916 -3.149 -3.812 -0.0026
H 1.565 -1.659 -5.577 0.0000
H -4.323 -6.291 -1.165 0.0003
H -2.842 7.287 1.732 0.0023
H -3.128 1.451 -3.866 -0.0001
C 2.757 4.561 -0.840 0.0923
C -1.895 -4.217 2.257 0.0098
H -1.343 -5.147 2.365 -0.0002
C 0.163 3.809 0.192 -0.0279
C -0.700 5.686 1.482 -0.0514
N 1.198 2.920 0.000 0.5989
H 2.146 -1.089 2.273 0.0031
C -0.480 -2.868 -2.522 0.0078
C 4.037 5.010 -1.071 -0.0477
C 0.991 -1.990 -4.722 0.0039
C -5.453 -0.799 3.245 -0.0879
C 4.330 1.323 2.361 -0.0050
H -6.401 -1.163 3.618 -0.0006
H -4.313 -2.009 -1.041 -0.0037
N 3.497 1.602 1.325 -0.0215
O -1.367 1.907 2.132 0.0403
H 1.913 5.090 -1.262 0.0062
H -1.175 -3.401 2.214 -0.0077
C -4.015 -2.970 -0.640 0.0213
H 4.338 -0.355 3.774 -0.0001
Rh 0.913 0.825 -0.295 1.8206
H -5.067 -4.131 -2.099 0.0006
H -1.406 -0.850 0.866 -0.0214
C -1.984 5.461 0.991 0.0927
H -0.526 6.479 2.198 0.0004
C -2.448 1.680 -3.065 0.0041
C 3.606 2.706 0.434 0.0313
C -3.152 6.277 1.465 -0.0042
C 0.681 -2.134 -2.358 -0.0069
C 1.428 -1.691 -3.442 0.0033
C -2.761 -6.752 0.972 0.0016
C -4.736 -1.554 2.351 0.1948
H 2.186 -4.309 -0.266 0.0014
H -0.527 -2.935 -5.908 0.0004
C -0.186 -2.711 -4.906 0.0040
H -3.038 -6.855 2.023 -0.0001
N -2.721 -1.793 1.018 0.5243
H -3.169 4.249 -0.281 -0.0015
H 4.522 -5.179 -0.258 0.0000
C -2.760 -4.225 1.025 0.0339
C 3.863 -1.424 -0.894 0.0321
C -4.961 0.434 3.682 0.2309
C 6.540 4.751 -0.868 -0.0039
C -3.476 -1.096 1.861 0.0701
O -0.932 0.018 1.073 0.0761
H 1.322 5.011 1.522 0.0014
C 5.393 -3.261 -0.668 0.0008
C -4.421 -4.153 -1.231 0.0005
C 3.029 -3.657 -0.451 -0.0018
H 5.992 -1.237 -1.057 0.0001
S 1.146 -1.686 -0.688 -0.0075
C 2.493 3.395 -0.098 -0.0334
H 5.732 2.601 0.557 -0.0012
H 3.664 -0.367 -1.036 0.0229
H 6.407 -3.638 -0.660 0.0001
H -3.354 1.869 3.538 0.0016
C 2.815 -2.308 -0.689 -0.0268
H -3.232 -7.562 0.419 0.0002
H 6.601 5.836 -0.943 0.0025
C 5.135 4.308 -0.574 0.0884
C -1.699 0.785 1.850 0.0503
H -3.928 6.346 0.704 0.0017
H 6.881 4.337 -1.820 0.0084
H 7.232 4.420 -0.096 0.0011
N -0.702 1.565 -1.653 0.0910
C -3.739 0.912 3.213 -0.1123
C 4.332 -4.130 -0.442 0.0001
H -3.153 3.604 -2.225 -0.0004
N -1.435 2.671 -1.374 -0.0042
C -2.483 2.764 -2.234 0.0045
C 0.339 4.877 1.091 0.1014
H -3.597 5.824 2.353 0.0093
C -4.002 -5.365 -0.704 0.0038
C -2.167 4.430 0.082 -0.0379
H -0.918 0.039 -3.044 0.0042
C -1.127 3.616 -0.348 0.1238
N 2.548 0.650 1.214 0.0865
H 4.192 5.905 -1.660 0.0003
```

Summary:
* total charge: +1
* energy: -2878.95830 Eh
* frontier orbital gap (spin up / spin down): 7.254 / 6.055 eV
* 2S+1: 5
* HOMO level (spin up / spin down): -8.8 / -10.1 eV
* strongest force on any atom: 0.00646 hartree/bohr

A structure of composition C47H43CdN3O9P2S3Te, computed with ωB97M-V with the def2-TZVPD basis set.

Geometry as XYZ:
```
109
Properties=species:S:1:pos:R:3:lowdin_charge:R:1
C 1.224 0.289 5.025 -0.1055
C -4.754 0.235 -2.959 -0.0727
H -6.934 1.839 3.245 0.1013
H 4.856 2.621 -1.613 0.0411
Cd -0.601 -1.017 -0.515 1.3997
H 4.389 -2.657 -1.209 0.1168
S 5.822 -3.724 1.909 1.0307
C 5.011 -2.999 -0.396 -0.1097
N 1.119 -1.785 1.009 0.0659
H -7.082 0.912 5.698 0.0542
H 0.784 -0.943 -4.674 0.0735
H -7.245 2.427 -5.730 0.0732
C -7.331 1.358 -5.516 -0.0763
C 0.028 0.754 5.555 -0.1137
H -1.799 1.800 5.130 0.1030
H -3.176 -0.269 1.304 0.1113
C 4.566 -3.132 0.891 -0.4781
O -1.607 1.415 0.528 -0.2366
H 6.634 2.661 1.642 0.0908
C 2.806 -3.204 2.672 0.0247
H 4.753 1.920 -3.239 0.0754
C -6.063 0.822 -4.905 -0.3017
H 4.991 3.849 3.068 0.0915
H 2.469 0.149 3.293 0.1067
H -0.215 0.575 6.596 0.0934
H 0.785 3.610 -0.016 0.0916
H 2.694 3.844 -2.031 0.1107
C -1.791 -3.719 -1.176 -0.7081
C -6.230 1.151 3.688 -0.1807
C -3.772 0.080 -5.140 -0.0773
C 5.575 2.453 1.541 -0.1077
H -6.794 0.892 -2.890 0.0992
H 5.841 1.007 -0.025 0.1021
C 1.024 -3.201 4.422 -0.0285
C -0.647 -1.816 2.622 -0.1518
C -0.205 -2.807 4.817 -0.0271
C -4.963 0.516 -5.701 -0.0608
H -4.825 0.925 1.998 0.1204
C 2.840 1.914 1.285 -0.3578
H 1.142 0.718 -6.486 0.0231
C -6.327 0.686 4.963 -0.4356
C 6.935 -3.797 0.612 -0.4349
O -0.670 -3.292 -0.741 -0.1767
C 3.772 1.266 0.481 -0.1130
H 2.588 3.355 2.856 0.1066
O 2.325 0.329 -4.064 -0.3124
H 2.827 0.198 -6.665 0.0653
S -2.054 -0.451 -3.030 0.6980
H 0.316 3.698 1.694 0.0831
C 1.530 0.518 3.692 -0.1126
H -2.658 -1.737 5.329 0.1027
C 1.513 -2.879 3.109 -0.1379
H 6.896 -3.348 -1.496 0.0996
O -1.330 2.114 -0.750 -0.1150
H -2.671 -2.988 -2.952 0.0968
O 2.348 1.831 -2.116 -0.3387
C 0.267 3.087 0.791 -0.2341
H 3.460 -3.755 3.340 0.1013
C 1.796 -0.658 -4.973 -0.3053
H 2.633 3.188 -3.660 0.0470
N -2.455 -1.304 -1.687 -0.4331
C -3.091 -0.873 3.412 -0.1901
C -0.545 1.679 3.402 -0.0690
S -5.035 -0.369 5.348 1.0213
O 0.873 -0.156 -2.096 -0.4693
H 2.596 -1.742 -0.374 0.1122
C 5.133 1.525 0.611 -0.1109
C -3.667 -0.067 -3.764 -0.3412
H -5.040 0.628 -6.779 0.1014
H 4.994 3.667 -3.038 0.0701
C -1.070 -2.084 3.927 -0.1366
O -2.016 3.820 0.697 -0.0337
H 7.943 -4.140 0.779 0.0551
C 2.991 2.992 -2.648 -0.3252
C -5.092 0.643 3.006 -0.0970
C 0.662 1.229 2.858 -0.3431
H 1.507 -0.915 -7.083 0.0685
P 1.061 1.457 1.067 1.0884
C -5.944 0.666 -3.527 -0.0611
P 1.289 0.969 -2.990 0.1102
H -7.564 0.855 -6.457 0.0662
C -2.608 -0.752 2.089 -0.0538
C -2.326 -1.586 4.308 0.0170
H -3.751 -2.973 -1.556 0.0961
C 0.690 -2.181 2.218 -0.1644
H 3.421 0.567 -0.268 0.0864
C 3.229 -2.828 1.415 -0.1848
C 2.323 -2.101 0.613 -0.0601
H -0.560 -3.022 5.818 0.1124
C -1.209 2.934 0.391 -0.7904
H 1.675 -3.744 5.097 0.1097
H 2.441 -1.536 -4.876 0.1100
H -4.650 0.117 -1.886 0.0973
C -2.739 -2.723 -1.891 -0.2637
C 4.652 3.120 2.341 -0.0992
O -2.191 -4.889 -1.100 -0.0596
C 4.492 2.786 -2.629 -0.0730
C -0.854 1.443 4.736 -0.0884
H -2.913 -0.166 -5.751 0.0995
C 6.370 -3.381 -0.554 -0.1861
H 1.920 -0.261 5.648 0.0980
C -4.346 -0.206 3.777 -0.4776
C 1.821 -0.128 -6.392 -0.1028
H -8.180 1.226 -4.843 0.0640
O -1.439 -1.307 -4.098 -0.5398
Te -0.221 2.426 -4.137 0.3782
H -1.253 2.219 2.786 0.1020
C 3.300 2.848 2.215 -0.0933
N -1.438 -1.208 1.726 0.0931
```

Summary:
* total charge: -2
* energy: -4971.40561 Eh
* frontier orbital gap: 4.783 eV
* HOMO level: -1.6 eV
* strongest force on any atom: 0.01357 hartree/bohr

A structure of composition C47H43F4N10O3PS2SiY, computed with ωB97M-V with the def2-TZVPD basis set.

Geometry as XYZ:
```
112
Properties=species:S:1:pos:R:3:lowdin_charge:R:1
H 4.142 4.863 -1.830 0.0949
H 3.997 3.350 0.100 0.1214
C -1.060 -6.817 -0.720 -0.1313
C 5.512 2.551 -1.192 -0.0372
O 3.254 1.738 -0.818 -0.2989
H 0.697 0.034 6.031 0.1118
C 2.080 4.887 1.844 -0.0852
C -5.393 2.441 4.057 -0.0544
C -1.518 -1.278 -4.950 -0.0218
S 1.913 -0.765 -1.082 0.3233
N -0.878 -1.924 -0.323 0.1506
Si -1.501 3.938 -0.587 0.3747
C -2.358 -4.432 -1.937 -0.1545
N -1.985 -0.111 1.744 0.0974
C -1.373 -4.378 -0.900 -0.0997
C -4.989 1.855 5.257 -0.0539
C 2.147 -8.715 2.481 -0.1511
H 0.474 1.579 4.101 0.1383
C -0.586 5.124 -1.743 -0.1753
C -0.763 -5.459 -0.330 0.0010
F -1.965 -7.007 -1.668 0.1513
C 0.547 -7.751 0.879 -0.0047
C 0.836 -6.384 1.272 -0.1254
S 0.906 1.858 -2.694 0.3653
C -3.613 -1.035 -3.842 -0.0077
C 0.829 0.565 3.964 -0.0268
H 3.679 -1.861 -3.554 0.0794
H 0.193 4.605 -2.304 -0.0145
H -0.912 -1.563 -5.799 0.1154
C -1.069 -3.031 -0.544 -0.0929
F 0.544 -4.106 1.131 0.1301
C -2.893 -1.426 -4.961 -0.0348
N -2.985 0.321 -0.548 -0.0874
H -3.687 0.432 6.205 0.1183
C -3.181 0.592 1.648 -0.2787
O 3.685 0.742 -2.997 -0.2848
H -6.160 3.203 4.063 0.1127
C 1.671 -1.152 2.482 -0.0236
C 3.187 -1.263 -4.320 -0.0633
O 0.955 0.919 1.587 -0.1217
F -0.777 -9.087 -0.581 0.1621
N -3.749 0.785 0.505 0.0974
C 3.063 1.048 -5.355 -0.0574
C 2.851 3.939 2.499 -0.0988
H -3.172 3.907 -2.342 0.0410
H 2.502 4.223 -1.654 0.0539
H -3.265 4.293 1.116 0.0115
C 1.174 0.122 2.693 -0.3092
H -3.400 -1.838 -5.823 0.1201
H -2.936 5.803 0.257 0.0363
H 5.624 2.189 -2.213 0.0753
H 0.159 -0.582 -3.780 0.0432
C 0.898 -10.181 1.077 -0.1494
H -0.867 -1.329 2.973 0.1236
Y -0.493 0.538 -0.531 1.1864
H -5.446 2.166 6.187 0.1142
N -2.414 -0.462 4.015 0.1430
H -4.729 -0.111 -1.539 0.1414
H 3.578 3.589 -2.917 0.0716
C 0.229 -5.328 0.711 -0.1263
N -3.142 -4.348 -2.773 0.2273
N 0.721 -11.292 0.850 0.2362
C -2.926 -0.521 -2.755 -0.2718
C 1.398 -1.610 4.836 -0.0830
H 2.113 -1.287 -4.131 0.0426
H 1.979 -1.440 1.485 0.0534
C -4.006 0.886 5.275 -0.0065
C -0.453 -7.878 -0.165 -0.1259
P 2.512 0.942 -1.953 -0.0808
H -0.133 5.987 -1.255 0.0259
C -2.750 3.107 -1.727 -0.1753
H 4.795 0.120 -4.522 0.1454
H 3.723 4.222 3.072 0.1048
C -4.817 2.050 2.867 -0.0058
H -3.575 2.642 -1.194 0.0060
F 1.729 -6.170 2.221 0.1524
C -0.911 -0.739 -3.824 -0.1403
C 1.354 2.263 1.680 -0.2233
H 0.411 5.297 0.613 0.0709
N -1.590 -0.370 -2.743 0.0273
H -2.309 2.389 -2.427 0.0091
H 1.490 -2.286 5.675 0.1061
H 2.338 5.936 1.911 0.1077
H -2.089 -0.903 4.861 0.1572
C -3.423 0.502 4.073 -0.1693
C 4.077 2.948 -0.908 -0.4052
H 1.983 1.086 -5.220 0.0421
C 0.977 4.515 1.095 -0.0454
C 0.560 3.173 0.960 -0.3107
C 3.532 3.960 -1.891 -0.0533
H -5.120 2.486 1.925 0.1153
C 1.164 -8.824 1.446 -0.1015
H -1.304 5.516 -2.469 0.0320
H 3.055 1.834 2.894 0.1295
C 1.764 -2.023 3.563 -0.0710
C -3.823 1.072 2.866 -0.0853
H 6.159 3.419 -1.057 0.0896
C 2.478 2.607 2.402 -0.0327
C -1.710 -0.653 2.890 -0.1398
H 3.376 -1.715 -5.295 0.0908
H 5.836 1.771 -0.503 0.0890
H 3.455 2.063 -5.289 0.0856
H 2.148 -3.023 3.406 0.1054
N -0.504 2.727 0.193 -0.2040
H 3.281 0.661 -6.351 0.0891
N 2.930 -8.703 3.320 0.2327
C -2.472 4.915 0.693 -0.1547
C -3.641 -0.091 -1.555 -0.0696
C 3.722 0.154 -4.325 -0.4271
H -1.836 5.239 1.519 0.0271
H -4.689 -1.133 -3.802 0.1230
C 0.950 -0.307 5.034 -0.0771
```

Summary:
* total charge: +1
* energy: -4455.14324 Eh
* frontier orbital gap (spin up / spin down): 3.380 / 3.379 eV
* HOMO level (spin up / spin down): -9.2 / -9.2 eV
* strongest force on any atom: 0.01550 hartree/bohr

A structure of composition C47H45Cl5N5O7Sn, computed with ωB97M-V with the def2-TZVPD basis set.

Geometry as XYZ:
```
110
Properties=species:S:1:pos:R:3:lowdin_charge:R:1
H -1.189 -2.045 4.255 0.0831
H -5.350 -1.335 -4.325 0.1141
C -2.260 1.158 -1.092 -0.2356
H 1.970 5.854 2.358 0.1186
C 3.526 0.963 2.937 0.0425
C -5.517 -2.018 -3.499 -0.0218
H -7.452 -4.625 -2.559 0.0980
H -0.653 2.668 3.550 0.1043
H 4.302 0.999 2.183 0.1036
H 6.161 1.650 3.217 0.0944
C -4.872 -2.811 -1.321 -0.2209
Cl 2.981 -0.873 -5.597 0.6391
Cl 3.915 -2.630 0.314 0.6808
C -6.684 -3.862 -2.519 -0.0969
H -3.362 4.858 -0.601 0.0950
H 0.558 -5.377 1.622 0.0965
H 1.173 -3.014 1.468 0.0711
N 0.111 2.547 1.646 0.1076
C -6.529 -2.968 -3.563 -0.1052
H 2.742 2.058 6.050 0.1048
C 1.622 4.268 0.961 -0.1155
C 1.539 0.743 4.841 -0.0613
C 3.231 -1.355 -3.954 -0.7160
H -3.212 -3.389 1.401 0.1043
H -0.771 1.946 -2.391 0.0855
H 4.369 5.654 -1.644 0.1139
H -1.574 -0.376 4.664 0.0845
Cl 5.653 -2.256 -4.770 0.6393
O -4.071 -2.638 -0.250 -0.0679
C 3.348 1.668 -1.513 -0.0789
C 2.468 4.883 -0.111 -0.4132
C 1.355 0.078 3.613 -0.1153
H 0.479 4.816 4.092 0.0994
H 5.267 3.050 2.576 0.0858
C -1.172 -3.060 -0.943 -0.1816
H -0.221 -1.188 5.477 0.0670
C 2.629 1.523 5.117 -0.0362
C 2.271 -1.132 -2.971 -0.7016
H -2.237 -0.470 1.223 0.0581
C -4.034 -3.651 0.738 -0.0492
H -2.030 -6.821 -1.953 0.0972
H 2.287 1.679 -1.774 0.0422
C -3.302 1.489 -0.215 -0.2554
C 0.620 4.353 3.124 -0.0522
O 2.343 -0.384 1.460 -0.2639
C -1.525 -4.422 -0.847 -0.2489
C -3.141 0.018 1.590 -0.0568
C 4.609 -2.365 -2.266 -0.7088
H -1.470 4.306 -2.115 0.0998
N -1.760 -0.143 -1.250 0.0572
C -3.694 2.811 -0.054 -0.0158
H 3.574 0.672 -1.129 0.0611
C -5.855 -3.789 -1.405 -0.0185
N -1.925 -2.349 -1.917 0.1490
H -2.517 -2.962 -2.455 0.1248
Sn 0.697 -0.479 -0.158 1.2663
C -0.175 -2.532 -0.135 -0.2162
H -3.755 -0.705 2.125 0.0881
C -1.605 2.201 -1.751 -0.0373
O 4.688 2.418 4.467 -0.0833
C 0.410 -3.401 0.803 -0.1535
O 2.370 6.085 -0.350 0.0444
H 6.423 3.268 3.914 0.0875
H -4.970 -3.691 1.304 0.0981
H -5.989 -4.483 -0.587 0.1056
C -2.437 -1.088 -1.782 -0.3827
N 3.295 4.072 -0.821 -0.0480
C -3.054 3.830 -0.743 -0.0981
H 2.752 3.826 -3.498 0.0680
C 3.132 4.800 -3.185 -0.0704
Cl 0.750 -0.400 -3.490 0.6386
H 0.985 2.561 -0.200 0.0654
C 0.067 -4.733 0.902 -0.0895
C 4.422 -1.973 -3.590 -0.7153
O -0.305 -0.903 2.246 -0.0764
C 0.908 3.097 0.743 -0.1186
C -2.882 -6.190 -1.685 -0.0903
H 4.752 2.705 -0.259 0.1222
H 2.285 5.455 -2.977 0.0709
C 2.373 0.180 2.605 -0.3610
C 3.632 1.624 4.132 -0.2906
C 2.418 -1.463 -1.636 -0.3030
H 3.702 5.229 -4.012 0.0713
C -1.998 3.520 -1.589 -0.0965
O -2.534 -4.827 -1.696 -0.1286
C -0.022 3.161 2.816 -0.1387
O -3.948 0.524 0.521 -0.1049
C 5.684 2.598 3.481 -0.0898
H -7.171 -3.015 -4.432 0.0954
H 3.927 1.826 -2.427 0.0812
H -1.184 -6.306 0.124 0.0956
C 1.453 4.920 2.174 -0.0052
Cl 6.088 -3.148 -1.822 0.6354
C 0.115 -0.637 3.369 -0.3829
H -3.831 -4.625 0.286 0.0748
H 3.191 2.446 0.487 0.0908
H -2.857 0.832 2.264 0.0922
C -4.680 -1.923 -2.398 -0.1678
N -3.682 -0.926 -2.366 0.1568
C 3.671 2.706 -0.453 -0.1996
C 4.006 4.672 -1.947 -0.2079
H -3.984 0.029 -2.465 0.1474
C 3.607 -2.110 -1.328 -0.6809
H 0.762 0.669 5.593 0.1021
H -3.256 -6.501 -0.703 0.0856
C -0.754 -1.086 4.534 -0.0074
H -3.672 -6.308 -2.423 0.0932
H -4.502 3.016 0.638 0.1145
H 4.872 4.039 -2.153 0.1138
C -0.911 -5.262 0.057 -0.0457
```

Summary:
* total charge: -1
* energy: -5133.80515 Eh
* frontier orbital gap: 6.269 eV
* HOMO level: -4.1 eV
* strongest force on any atom: 0.00942 hartree/bohr

Number 4 is which compound? C47H45Cl5N5O7Sn

What is the energy in the first record? -2878.95830 Eh

Among the records above, which one has the lowest strongest force on any atom? C47H42N6O3RhS

The lowest strongest force on any atom belongs to which entry? C47H42N6O3RhS